Below is a 2-piece molecular cluster, C6H18N6P overall at a distorted geometry, with properties calculated with ωB97M-V/def2-TZVPD.

Each line ends with the natural charge from an NBO analysis.
Positions of all 31 atoms, in Å:
C1 -1.193 2.576 0.140  -0.41
C2 0.755 1.658 1.475  -0.41
C3 2.566 -0.079 -0.401  -0.43
C4 1.432 -1.962 0.665  -0.42
C5 -2.345 -0.691 1.196  -0.42
C6 -1.545 -2.097 -0.719  -0.42
N1 0.497 1.950 -3.668  -0.02
N2 0.859 -0.285 -3.303  -0.09
N3 0.652 0.846 -3.415  0.10
N4 -0.346 1.466 0.625  -0.70
N5 1.334 -0.552 0.240  -0.72
N6 -1.369 -0.949 0.164  -0.72
P1 -0.145 0.064 -0.292  1.69
H1 -1.106 2.599 -0.880  0.21
H2 -2.267 2.361 0.422  0.21
H3 -1.029 3.511 0.612  0.24
H4 1.052 0.721 1.884  0.23
H5 1.608 2.033 0.848  0.19
H6 0.393 2.464 2.176  0.23
H7 3.048 -0.925 -0.989  0.23
H8 2.374 0.710 -1.098  0.22
H9 3.122 0.264 0.532  0.23
H10 2.326 -2.081 1.245  0.23
H11 0.488 -2.293 1.259  0.22
H12 1.344 -2.592 -0.193  0.21
H13 -2.251 -1.527 1.896  0.22
H14 -1.921 0.224 1.595  0.22
H15 -3.401 -0.535 0.912  0.22
H16 -2.424 -1.699 -1.313  0.22
H17 -0.696 -2.089 -1.345  0.21
H18 -1.810 -3.092 -0.268  0.24

Forces on atoms 1 to 2 (eV/Å):
-1.8532 -1.9085 2.3921
0.9185 3.4722 0.6472

* energy above the lowest of the compared OMol25 structures with the same formula, charge and spin: 2.107 eV
* net charge: +1
* E_HOMO (alpha / beta): -0.4807 / -0.4516 Ha